Entry 1:
Entry from OMol25: a molecular structure, C23H42Cl3N4O3SSiSn in a non-equilibrium geometry (wB97M-V/def2-TZVPD).

Cartesian coordinates (Å):
C: -1.9637 0.3171 -3.7446
C: -0.6087 0.6834 -4.2766
H: -2.5225 1.2546 -3.5899
H: -1.8587 -0.2140 -2.7896
H: -2.5369 -0.3120 -4.4615
C: -0.5333 1.4714 -5.3744
C: -1.6889 2.1706 -6.0136
H: 0.4102 1.6114 -5.8870
H: -2.3177 2.6979 -5.2802
H: -2.3523 1.5100 -6.5918
H: -1.3164 2.9194 -6.7251
Sn: -0.9255 -2.3730 0.4254
Cl: -1.8720 -4.2187 1.8115
Cl: 0.2748 -3.8724 -0.9841
C: 1.9020 -2.9466 1.7041
O: 0.8592 -2.1963 1.7290
N: 3.1055 -2.5210 2.0654
C: 3.3814 -1.2543 2.7653
C: 4.2595 -3.3505 1.6786
H: 1.8405 -3.9901 1.3655
H: 2.7432 -1.1322 3.6480
H: 3.2625 -0.3814 2.1085
H: 4.4318 -1.2997 3.0789
H: 3.9647 -4.4024 1.7661
H: 5.1000 -3.1127 2.3364
H: 4.5237 -3.1539 0.6314
H: -5.4331 1.9088 2.4352
H: -3.4231 2.1917 0.4099
C: -4.8789 2.8029 2.7650
C: -3.1287 3.0268 1.0523
N: -3.4781 2.7060 2.4180
H: -4.9936 2.9043 3.8558
C: -2.5629 2.2353 3.3194
O: -1.3550 2.4691 3.2959
H: -2.0525 3.1566 0.9736
H: -3.0458 1.5718 4.0868
H: -5.3114 3.6760 2.2604
H: -3.6746 3.9167 0.7275
O: 0.4519 -0.2023 -2.1838
C: 0.5506 -0.0753 -3.6175
C: 2.3938 1.5364 -4.4574
C: 1.9567 0.2458 -4.1626
H: 1.7103 2.3739 -4.3324
C: 3.7019 1.7545 -4.9316
H: 0.3574 -1.0929 -4.0014
C: 2.7925 -0.8453 -4.4670
H: 4.0109 2.7760 -5.1086
C: 4.5665 0.6833 -5.1301
C: 4.1036 -0.6172 -4.9238
H: 2.4208 -1.8755 -4.3500
H: 5.5668 0.8484 -5.5228
H: 4.7553 -1.4794 -5.0930
Si: 1.0216 0.9800 -0.8297
Cl: -0.8828 1.8528 -0.9979
C: 1.8991 2.5882 -1.3494
C: 2.6210 -0.1691 -0.8255
C: 1.1591 1.2194 1.0985
H: 2.8147 2.4331 -1.9276
H: 2.1485 3.1122 -0.4154
H: 1.2211 3.2403 -1.9173
H: 0.5111 1.9922 1.5284
H: 2.1814 1.5134 1.3833
H: 0.9731 0.2615 1.6083
H: 3.1973 -0.0140 -1.7536
H: 2.3337 -1.2294 -0.8122
H: 3.3168 0.0183 0.0034
S: -1.6419 -0.7240 3.8085
C: -2.5491 -1.6275 4.8707
N: -3.0252 -2.8864 4.6667
C: -3.8233 -3.4014 5.7480
C: -3.8523 -2.2414 6.7499
N: -3.0246 -1.2561 6.0897
H: -2.8205 -3.4437 3.8346
H: -3.3584 -4.2920 6.1910
H: -4.8332 -3.6548 5.4071
H: -3.4331 -2.5564 7.7147
H: -4.8744 -1.8702 6.9080
H: -2.8431 -0.3458 6.5046

Properties
LUMO energy = 2.18 eV
orbital gap = 6.9 eV
total energy = -98752.26008 eV
net charge = -1

=====

Entry 2:
Entry from OMol25: a molecular structure, C4H7NOSi in a non-equilibrium geometry (wB97M-V/def2-TZVPD).

Cartesian coordinates (Å):
C: 2.2930 -0.5687 0.2134
C: 2.0475 0.7667 -0.1602
C: 1.0946 -1.2420 0.1451
C: 0.7045 0.8859 -0.4502
N: 0.2093 -0.3371 -0.2728
O: -1.5059 -0.8047 -0.4051
Si: -2.6923 0.1344 0.1700
H: 3.2315 -1.0007 0.4968
H: 2.7640 1.5611 -0.2263
H: 0.8277 -2.2583 0.3436
H: 0.1243 1.7221 -0.7751
H: -2.2178 1.4781 0.4955
H: -3.6427 0.1689 -0.9397
H: -3.2377 -0.5056 1.3650

Properties
LUMO energy = -1.11 eV
orbital gap = 7.7 eV
total energy = -15673.23150 eV

=====

Entry 3:
Entry from OMol25: 2 unconnected molecules or ions with the total composition C3H3BrF4O in a non-equilibrium geometry (wB97M-V/def2-TZVPD).

Cartesian coordinates (Å):
C: 1.4197 -0.9420 -0.8630
C: 0.7198 0.3435 -0.1960
C: -1.4853 0.2705 0.4815
O: -1.4289 0.7831 1.7856
F: 1.1778 -2.0654 -0.1540
F: 1.3600 0.7007 0.8560
F: 0.8701 1.3631 -1.1056
F: -2.1542 1.1626 -0.2508
Br: -2.2327 -1.4427 0.3503
H: 1.0204 -1.0908 -1.9359
H: 2.4331 -0.7946 -0.7884
H: -1.6999 1.7121 1.8204

Properties
LUMO energy = -0.01 eV
orbital gap = 9.3 eV
total energy = -86116.44285 eV

=====

Entry 4:
Entry from OMol25: a single C2H3ClN4O2 molecule in a non-equilibrium geometry (wB97M-V/def2-TZVPD).

Cartesian coordinates (Å):
O: 0.9059 1.2688 2.3044
N: 0.7948 0.1982 1.8238
O: 1.2557 -0.8335 2.1727
N: -0.0021 0.1325 0.6520
C: -0.6462 1.0457 -0.1985
C: -0.9706 0.3682 -1.3475
N: -0.6013 -0.9288 -1.2620
Cl: 1.0678 -1.0791 -2.4142
N: -0.1776 -1.1100 0.0114
H: -0.7904 2.0376 0.2187
H: -1.3864 0.6830 -2.2133
H: 0.5505 -1.7825 0.2524

Properties
LUMO energy (alpha / beta) = -1.27 / -1.28 eV
orbital gap (alpha / beta) = 7.3 / 7.3 eV
structure (SMILES) = O=[N+]([O-])N1C=CN(Cl)N1
total energy = -24693.06962 eV

=====

For reference, relative energy (zero: lowest compared OMol25 entry of this formula, charge and spin) by record: 0.35, 99.51, 65.07, 83.63 kcal per mole.